Computed, not measured: the molecule C4H4F2O2 in a non-equilibrium geometry, with the ωB97M-V functional and the def2-TZVPD basis.

Positions of all 12 atoms, in Å:
C1 0.791 -0.398 -0.259
C2 -0.386 0.234 -0.091
C3 2.332 0.046 -0.221
C4 -1.719 -0.438 0.033
O1 3.257 -0.669 -0.357
O2 -0.384 1.549 -0.041
F1 0.843 -1.746 -0.164
F2 2.439 1.282 0.283
H1 -1.547 -1.490 0.226
H2 -2.291 -0.035 -0.836
H3 -2.141 -0.180 1.018
H4 -1.194 1.845 0.409

Calculated values
E_HOMO = -9.30 eV
lowest unoccupied orbital energy = 0.45 eV
total charge = 0
gap between HOMO and LUMO = 9.8 eV
relative energy (zero: lowest compared OMol25 entry of this formula, charge and spin) = 96.0 kJ/mol